This record from the Open Molecules 2025 dataset describes a structure of composition C8H19N14O3RuSe2 at a distorted geometry. The level of theory is ωB97M-V with the def2-TZVPD basis set.

CARTESIAN COORDINATES (ANGSTROEM)
Ru -0.840 -0.263 0.754
N 1.480 -1.095 0.034
N 2.086 -1.773 1.111
C 1.492 -1.543 2.355
N 2.146 -1.987 3.473
N 0.385 -0.829 2.355
N -0.397 -0.625 3.409
O -1.475 0.020 3.102
O -0.107 -0.998 4.566
H 1.595 -1.650 -0.809
H 1.827 -0.133 -0.095
H 3.106 -1.721 1.138
H 2.622 -2.874 3.385
H 1.555 -1.889 4.304
N -4.034 -1.558 0.552
C -3.023 -2.366 0.963
N -3.131 -3.614 1.395
N -1.899 -4.011 1.608
N -1.051 -3.088 1.348
N -1.707 -2.014 0.913
C -3.796 -0.363 -0.054
N -4.693 0.360 -0.716
N -4.023 1.375 -1.214
N -2.783 1.320 -0.888
N -2.576 0.228 -0.153
H -4.979 -1.907 0.593
C 3.830 3.376 -1.255
Se 2.171 2.345 -1.014
C 2.383 1.202 -2.631
C 1.086 1.096 -3.401
Se -0.509 0.960 -2.189
C -1.157 -0.713 -2.961
H 4.692 2.714 -1.246
H 3.889 4.082 -0.430
H 3.766 3.915 -2.197
H 2.725 0.216 -2.309
H 3.165 1.656 -3.239
H 1.092 0.231 -4.064
H 0.919 2.000 -3.994
H -1.340 -0.570 -4.023
H -2.081 -0.979 -2.454
H -0.411 -1.490 -2.800
C -0.418 2.624 1.378
O -0.012 1.511 0.686
H -1.502 2.614 1.561
H -0.161 3.527 0.804
H 0.097 2.683 2.352

Calculated total energy   -168874.1782 eV
Multiplicity   2
HOMO energy (alpha / beta)   -7.9 / -7.9 eV
Relative energy (zero: lowest compared OMol25 entry of this formula, charge and spin)   82.2 kcal per mole

***

This record from the Open Molecules 2025 dataset describes the ion C8H19N2 with charge +1 at a distorted geometry. The level of theory is ωB97M-V with the def2-TZVPD basis set.

CARTESIAN COORDINATES (ANGSTROEM)
C -2.322 2.188 -0.254
C -2.261 0.878 -0.462
N -1.786 0.002 0.588
C -0.533 -1.114 0.116
C -0.436 -1.807 1.396
N -1.136 -1.806 -0.906
C 0.617 -0.158 -0.400
C 1.581 -0.928 -1.324
C 1.377 0.546 0.664
C 1.917 1.866 0.078
H -2.459 2.886 -1.090
H -1.991 2.702 0.648
H -2.091 0.344 -1.412
H -2.600 -0.696 1.010
H -1.497 0.583 1.412
H -1.211 -2.438 1.644
H 0.545 -2.438 1.446
H -0.297 -1.053 2.329
H -1.676 -2.720 -0.703
H -1.081 -1.575 -1.848
H 0.074 0.477 -1.112
H 2.050 -1.643 -0.634
H 2.277 -0.254 -1.637
H 1.094 -1.391 -2.157
H 0.835 0.826 1.636
H 2.159 -0.095 0.966
H 2.641 1.581 -0.785
H 1.124 2.472 -0.319
H 2.504 2.452 0.917

Calculated total energy   -11575.8728 eV
Multiplicity   1
Net charge   +1
HOMO energy   -13.9 eV
Relative energy (zero: lowest compared OMol25 entry of this formula, charge and spin)   50.1 kcal per mole
SMILES string   C=C[NH2+][C@@](C)(N)[C@H](C)CC

***

This record from the Open Molecules 2025 dataset describes a cluster of 2 separate species, C8H19NO in total at a distorted geometry. The level of theory is ωB97M-V with the def2-TZVPD basis set.

CARTESIAN COORDINATES (ANGSTROEM)
C 0.961 -0.141 0.030
C 2.297 0.186 0.728
C 1.667 -2.486 -0.490
C 0.713 -0.268 -3.233
C 0.587 -1.237 -2.186
O 0.005 -2.352 -2.590
N 1.093 -1.264 -0.892
H 0.257 -0.137 0.790
H 0.608 0.719 -0.715
H 3.229 0.394 0.366
H 2.459 -0.642 1.558
H 2.510 -2.637 0.226
H -0.420 0.106 -3.423
H 1.948 1.134 1.349
H 0.978 -2.718 0.443
H 1.878 -3.052 -1.349
H 1.342 0.648 -3.023
H 1.088 -0.560 -4.155
C -2.385 1.724 1.272
C -2.732 0.432 0.798
C -1.284 1.770 2.420
H -2.051 2.323 0.424
H -3.153 2.379 1.658
H -1.808 -0.103 0.823
H -0.214 1.543 2.294
H -1.294 2.833 2.681
H -2.986 0.543 -0.252
H -3.580 -0.210 1.182
H -1.712 1.072 3.264

Calculated total energy   -12129.3711 eV
Multiplicity   2
Net charge   +1
HOMO energy (alpha / beta)   -13.7 / -13.7 eV
Relative energy (zero: lowest compared OMol25 entry of this formula, charge and spin)   75.7 kcal per mole

***

This record from the Open Molecules 2025 dataset describes the ion C8H19NO3P with charge -1 at a distorted geometry. The level of theory is ωB97M-V with the def2-TZVPD basis set.

CARTESIAN COORDINATES (ANGSTROEM)
C -0.916 -1.202 -2.182
N -0.385 -0.042 -1.501
C -0.577 0.011 -0.063
C -0.039 -1.220 0.687
C -0.147 -1.052 2.199
C 1.379 -1.671 0.306
C -0.136 1.379 0.470
C 1.365 1.680 0.380
C -0.902 2.493 -0.243
P -2.651 -0.081 0.315
O -3.084 -1.502 0.157
O -2.961 0.683 1.547
O -3.244 0.767 -0.971
H -1.852 -1.491 -1.714
H -1.103 -0.939 -3.231
H -0.257 -2.084 -2.173
H 0.606 0.063 -1.716
H -0.722 -2.036 0.415
H 0.604 -0.359 2.578
H -0.005 -2.012 2.698
H -1.137 -0.677 2.442
H 2.126 -0.915 0.538
H 1.635 -2.573 0.865
H 1.457 -1.911 -0.755
H -0.429 1.415 1.522
H 1.551 2.696 0.733
H 1.954 1.012 1.004
H 1.724 1.617 -0.648
H -0.792 2.397 -1.320
H -0.535 3.471 0.073
H -1.951 2.419 0.010
H -3.185 0.183 -1.724

Calculated total energy   -25529.8636 eV
Multiplicity   1
Net charge   -1
HOMO energy   -4.5 eV
Relative energy (zero: lowest compared OMol25 entry of this formula, charge and spin)   0.0 kcal per mole
SMILES string   CNC(C(C)C)(C(C)C)[P@@](=O)([O-])O

***

This record from the Open Molecules 2025 dataset describes a structure of composition C8H2 at a distorted geometry. The level of theory is ωB97M-V with the def2-TZVPD basis set.

CARTESIAN COORDINATES (ANGSTROEM)
C 3.644 0.970 0.097
C 1.812 -1.908 0.155
C 2.373 0.749 -0.004
C 0.556 -2.442 0.194
C 2.087 -0.726 -0.300
C 0.578 -0.252 -0.486
C 0.907 0.907 -0.002
C -0.246 -1.413 -0.182
H 0.202 1.698 0.354
H -1.224 -1.312 -0.446

Calculated total energy   -8314.9970 eV
Multiplicity   1
HOMO energy (alpha / beta)   -9.1 / -8.9 eV
Relative energy (zero: lowest compared OMol25 entry of this formula, charge and spin)   139.0 kcal per mole

***

This record from the Open Molecules 2025 dataset describes a structure of composition C8H20AsN2S5TeY at a distorted geometry. The level of theory is ωB97M-V with the def2-TZVPD basis set.

CARTESIAN COORDINATES (ANGSTROEM)
Y -0.009 1.375 0.739
C 0.499 0.408 -2.508
C -1.017 0.587 -2.632
N -1.603 1.007 -1.354
C -2.841 0.311 -0.991
C -2.624 -1.134 -0.547
S -1.373 -1.333 0.773
C -0.054 -2.310 -0.030
C 0.434 -1.766 -1.364
N 0.848 -0.358 -1.301
H 0.880 -0.063 -3.422
H 0.960 1.395 -2.421
H -1.204 1.320 -3.420
H -1.485 -0.344 -2.956
H -1.807 2.002 -1.392
H -3.288 0.866 -0.169
H -3.559 0.298 -1.821
H -3.555 -1.511 -0.128
H -2.337 -1.786 -1.372
H 0.746 -2.307 0.713
H -0.406 -3.335 -0.152
H 1.249 -2.405 -1.717
H -0.369 -1.862 -2.093
H 1.854 -0.322 -1.185
S -2.193 1.892 2.063
As -0.886 3.699 2.004
S 0.937 2.941 2.954
S -0.298 3.805 -0.157
S -1.696 5.412 2.808
C 3.880 -1.045 1.408
Te 2.746 0.744 1.942
C 1.484 -0.405 3.270
H 4.366 -1.433 2.300
H 4.644 -0.759 0.688
H 3.246 -1.821 0.977
H 1.438 -1.435 2.921
H 0.489 0.038 3.302
H 1.905 -0.369 4.271

Calculated total energy   -134955.5689 eV
Multiplicity   1
HOMO energy   -7.4 eV
Relative energy (zero: lowest compared OMol25 entry of this formula, charge and spin)   13.6 kcal per mole

***

This record from the Open Molecules 2025 dataset describes a cluster of 3 separate species, C8H20ClO4 in total at a distorted geometry. The level of theory is ωB97M-V with the def2-TZVPD basis set.

CARTESIAN COORDINATES (ANGSTROEM)
Cl -2.989 -2.499 2.282
C -0.372 -3.378 -0.222
O 0.897 -2.982 -0.073
C 0.953 -1.876 0.844
C 2.276 -1.723 1.126
O 2.717 -2.792 1.942
C 4.183 -2.892 2.128
H -0.969 -2.584 -0.635
H -0.868 -3.731 0.684
H -0.546 -4.292 -1.000
H 0.487 -2.164 1.841
H 0.510 -0.996 0.415
H 2.512 -0.752 1.727
H 2.799 -1.658 0.230
H 4.391 -3.588 2.627
H 4.536 -2.308 2.760
H 4.715 -2.980 1.224
C -2.162 0.250 -0.102
O -1.702 1.657 -0.039
C -2.392 2.413 -0.943
C -1.993 3.665 -1.180
O -0.536 3.466 -1.684
C 0.088 4.654 -2.205
H -1.787 -0.450 0.675
H -1.747 -0.307 -0.976
H -3.290 0.050 -0.129
H -3.521 2.443 -0.540
H -2.598 2.075 -1.944
H -2.065 4.393 -0.184
H -2.399 4.093 -1.853
H 0.188 5.026 -1.295
H -0.335 5.273 -2.923
H 1.021 4.486 -2.581

Calculated total energy   -29325.4408 eV
Multiplicity   1
Net charge   -1
HOMO energy   -3.9 eV
Relative energy (zero: lowest compared OMol25 entry of this formula, charge and spin)   164.1 kcal per mole

***

This record from the Open Molecules 2025 dataset describes a structure of composition C8H20ClRuTl at a distorted geometry. The level of theory is ωB97M-V with the def2-TZVPD basis set.

CARTESIAN COORDINATES (ANGSTROEM)
Tl 0.463 -0.568 -3.701
Cl 1.397 1.345 -1.741
C -0.920 0.101 -5.357
C 2.456 -0.669 -4.732
H -0.654 -0.483 -6.246
H -1.945 -0.086 -5.045
H -0.746 1.172 -5.498
H 2.303 -1.190 -5.688
H 3.141 -1.198 -4.074
H 2.764 0.381 -4.858
Ru 0.104 0.459 -0.002
C -1.702 1.226 -0.462
C -0.260 -1.288 -0.347
H -2.107 0.726 -1.353
H -2.400 1.143 0.386
H -1.524 2.295 -0.688
H 0.472 -2.080 -0.090
H -1.229 -1.684 -0.682
C -0.366 0.413 2.903
C 0.632 1.510 2.544
C 1.480 2.033 3.712
C 1.490 0.879 1.456
H 0.112 -0.361 3.520
H -0.763 -0.080 1.977
H -1.189 0.819 3.501
H 0.086 2.368 2.124
H 2.091 1.251 4.174
H 2.154 2.823 3.363
H 0.860 2.476 4.488
H 2.254 1.553 1.076
H 1.887 -0.066 1.813

Calculated total energy   -28410.7565 eV
Multiplicity   5
HOMO energy (alpha / beta)   -6.3 / -7.7 eV
Relative energy (zero: lowest compared OMol25 entry of this formula, charge and spin)   12.4 kcal per mole

***

This record from the Open Molecules 2025 dataset describes a cluster of 2 separate species, C8H20NOSi in total at a distorted geometry. The level of theory is ωB97M-V with the def2-TZVPD basis set.

CARTESIAN COORDINATES (ANGSTROEM)
C -1.894 -0.385 0.911
C -0.962 -1.131 1.409
C -3.124 -0.042 1.699
C 0.294 -3.198 1.528
C 1.243 -1.067 2.361
C 2.109 0.699 -1.159
C 0.652 1.835 -3.642
C -0.266 2.493 -0.624
N 0.083 -1.798 1.805
O -0.398 -0.138 -1.544
Si 0.443 1.268 -1.894
H -1.654 -0.193 -0.188
H -3.148 -0.236 2.701
H -4.042 -0.438 1.044
H -3.133 1.098 1.643
H -0.690 -3.497 1.263
H 1.037 -3.514 0.756
H 0.642 -3.511 2.458
H 1.918 -0.723 1.555
H 0.913 -0.414 3.025
H 1.802 -1.779 3.074
H 2.854 1.546 -1.193
H 1.994 0.413 -0.190
H 2.426 -0.323 -1.595
H -0.191 2.183 -4.166
H 1.304 2.599 -3.788
H 0.844 1.073 -4.380
H -1.247 2.816 -0.824
H -0.231 1.918 0.394
H 0.366 3.353 -0.671
H 0.056 -0.905 -1.767

Calculated total energy   -20027.4907 eV
Multiplicity   1
Net charge   +1
HOMO energy   -13.3 eV
Relative energy (zero: lowest compared OMol25 entry of this formula, charge and spin)   28.6 kcal per mole

***

This record from the Open Molecules 2025 dataset describes a cluster of 3 separate species, C8H20O2 in total at a distorted geometry. The level of theory is ωB97M-V with the def2-TZVPD basis set.

CARTESIAN COORDINATES (ANGSTROEM)
C 2.389 -1.781 -1.898
C 1.270 -0.883 -1.329
C 0.672 -1.169 -0.148
C -0.565 -0.646 0.543
C -1.464 0.276 -0.209
C -1.127 1.689 -0.689
C 0.179 2.115 -0.072
C 0.051 2.599 1.422
H 2.688 -2.518 -1.225
H 3.258 -1.114 -1.982
H 2.060 -2.159 -2.818
H 0.848 -0.176 -1.924
H 1.015 -2.028 0.476
H -0.060 -0.116 1.460
H -1.056 -1.469 1.008
H -2.418 0.467 0.402
H -1.768 -0.236 -1.134
H -1.995 2.341 -0.379
H -0.997 1.753 -1.754
H 0.297 2.986 -0.713
H 1.045 1.463 -0.170
H -1.021 2.493 1.772
H 0.309 3.716 1.553
H 0.475 1.951 2.112
O -3.104 -2.546 -2.688
H -2.781 -3.357 -2.479
H -2.933 -1.848 -2.082
O 1.858 -0.775 4.098
H 1.727 0.219 4.256
H 1.146 -1.249 4.591

Calculated total energy   -12712.8869 eV
Multiplicity   1
HOMO energy   -8.9 eV
Relative energy (zero: lowest compared OMol25 entry of this formula, charge and spin)   71.5 kcal per mole
SMILES string   C/C=C/CCCCC.O.O

***

This record from the Open Molecules 2025 dataset describes a structure of composition C8H21AgN3O7S at a distorted geometry. The level of theory is ωB97M-V with the def2-TZVPD basis set.

CARTESIAN COORDINATES (ANGSTROEM)
Ag -11.784 9.754 -12.288
N -12.935 8.475 -8.787
O -12.395 8.665 -9.864
O -13.327 7.414 -8.469
O -13.027 9.531 -8.107
N -14.746 10.410 -11.322
O -14.257 10.125 -12.387
O -15.793 9.867 -11.002
O -14.253 11.236 -10.613
C -12.761 12.841 -13.549
C -11.269 12.770 -13.439
N -10.585 11.425 -13.577
C -10.558 11.084 -15.025
C -10.075 9.649 -15.301
C -9.198 11.521 -13.091
C -8.995 11.859 -11.642
H -13.034 12.229 -14.409
H -13.140 13.819 -13.847
H -13.340 12.524 -12.682
H -10.848 13.430 -14.197
H -11.148 13.270 -12.477
H -11.600 10.995 -15.331
H -10.056 11.805 -15.670
H -10.173 9.555 -16.383
H -8.993 9.656 -15.165
H -10.496 8.776 -14.804
H -8.639 12.246 -13.682
H -8.692 10.556 -13.102
H -9.778 11.356 -11.075
H -8.961 12.921 -11.398
H -8.059 11.438 -11.275
C -14.214 8.561 -15.298
S -13.118 7.242 -14.570
O -12.517 7.743 -13.268
C -14.382 5.986 -14.298
H -13.606 9.459 -15.193
H -15.251 8.723 -15.003
H -14.248 8.257 -16.344
H -14.028 5.319 -13.511
H -14.699 5.496 -15.218
H -15.296 6.422 -13.897

Calculated total energy   -42265.6677 eV
Multiplicity   1
Net charge   -1
HOMO energy   -3.7 eV
Relative energy (zero: lowest compared OMol25 entry of this formula, charge and spin)   52.4 kcal per mole

***

This record from the Open Molecules 2025 dataset describes a structure of composition C8H21CrO10P2. The level of theory is ωB97M-V with the def2-TZVPD basis set.

CARTESIAN COORDINATES (ANGSTROEM)
Cr 0.193 0.138 -0.360
C 1.006 -0.757 2.476
O 0.225 0.165 1.637
C -1.012 0.598 2.258
C -1.523 1.723 1.399
O -1.425 1.318 0.006
C -2.606 0.751 -0.627
C -2.639 -0.735 -0.361
O -1.262 -1.196 -0.419
C -1.076 -2.499 -1.057
H 1.203 -0.250 3.417
H 0.423 -1.662 2.629
H 1.930 -0.970 1.952
H -1.688 -0.255 2.317
H -0.795 0.953 3.266
H -2.554 1.980 1.636
H -0.903 2.611 1.491
H -3.497 1.258 -0.260
H -2.481 0.964 -1.685
H -3.041 -1.001 0.616
H -3.219 -1.243 -1.131
H -1.304 -2.402 -2.116
H -0.039 -2.778 -0.902
H -1.741 -3.211 -0.575
C 3.084 -1.145 -3.268
C 2.891 0.223 -2.602
O 3.912 1.064 -3.079
P 1.280 0.949 -3.122
O 1.043 0.744 -4.648
O 1.362 2.502 -2.970
O 0.125 0.408 -2.256
P 2.855 0.007 -0.776
O 1.894 1.331 -0.350
O 4.115 -0.030 -0.062
O 1.692 -1.007 -0.546
H 3.236 -0.996 -4.338
H 2.238 -1.811 -3.095
H 3.985 -1.614 -2.875
H 4.123 1.780 -2.465
H 1.011 -0.144 -5.037
H 1.508 3.017 -3.780
H 2.286 1.928 0.305

Calculated total energy   -76100.0069 eV
Multiplicity   2
Net charge   +2
HOMO energy (alpha / beta)   -16.9 / -16.8 eV